Density functional theory data (ωB97M-V with the def2-TZVPD basis set) for a structure of composition C50H52N2P2SSbSn.

Computed properties:
- LUMO energy (eV) = -8.6
- ΔE to the lowest compared entry with this formula, charge and spin (eV) = 0.000
- multiplicity = 1
- E (eV) = -97433.4015
- highest occupied orbital energy (eV) = -15.5
- max |F| (eV/Å) = 0.66
- total charge = +3
- HOMO-LUMO gap (eV) = 6.8803

Geometry as XYZ:
```
109
C50H52N2P2SSbSn ωB97M-V with the def2-TZVPD basis set
C 2.904 -3.380 -1.551
C 4.173 -1.305 1.134
H -0.237 1.609 4.055
C 5.413 -0.706 0.944
H 1.088 -2.819 -4.412
C 0.290 -3.060 4.066
C 1.347 -2.718 1.883
H 1.574 4.037 2.452
H 4.738 1.127 -1.829
H 1.203 2.598 4.397
C -0.659 -2.699 5.059
C -4.520 2.342 2.167
C -3.618 1.371 1.706
H 2.207 2.303 -1.465
C -0.521 -1.208 2.727
H -6.201 2.396 -3.450
H 2.856 -4.133 1.361
C 3.058 -4.453 -2.424
C 4.572 0.469 -0.984
H 2.711 -5.390 3.486
C 1.439 5.551 -2.062
C -4.048 3.516 2.685
C 0.409 -1.154 -3.250
H -3.843 -3.030 -1.577
C 0.972 -1.742 -4.374
H 3.659 1.313 1.435
H -0.707 -3.293 5.964
C 2.148 -3.812 2.118
C -2.668 3.740 2.726
C 0.656 1.037 -4.283
H 4.036 -2.001 1.951
Sb -0.687 1.210 -1.624
H 2.351 3.464 0.969
H -5.582 2.133 2.128
H -4.737 4.261 3.064
H 3.295 4.480 -1.880
C -1.438 -0.887 3.693
C -4.788 2.605 -1.848
H 4.021 -4.628 -2.887
C 0.606 -4.019 -1.192
H 1.555 1.045 -6.227
C 1.463 3.371 1.593
H -2.119 -0.054 3.561
H -0.341 -3.878 -0.695
H -4.160 -1.332 -1.094
C 0.206 3.109 -1.655
C -3.398 -2.057 -1.377
H 3.754 -2.740 -1.357
H -2.871 -1.713 -2.265
C 0.841 1.681 3.931
H -2.255 4.659 3.119
C -0.576 4.243 -1.864
C 1.149 -4.169 4.268
H 1.294 0.824 4.433
C -4.378 1.348 -3.869
C 2.213 4.412 -1.855
H 3.538 2.006 3.073
P 1.378 1.644 2.186
H 0.521 2.112 -4.261
H -2.601 -3.017 2.158
C 3.125 -1.015 0.266
H -4.714 0.991 -4.834
C -3.519 2.289 -1.385
H -2.451 0.413 -4.037
C 1.380 -0.950 -5.441
H 0.603 3.678 1.004
H 3.261 0.267 2.816
C 1.675 -3.160 -0.926
N -4.093 0.214 1.169
H -1.659 4.179 -1.899
C 3.333 -0.130 -0.800
H -0.547 6.359 -2.211
C 2.060 -4.539 3.322
C 3.133 1.257 2.388
H -5.060 -0.009 1.341
C 5.613 0.179 -0.107
C -2.683 1.505 -2.182
H -4.133 -2.622 1.324
C 1.990 -5.297 -2.691
C -3.152 -3.085 1.221
C 1.227 0.432 -5.396
H 0.096 -1.776 -2.423
C 0.381 -2.309 2.858
H -0.073 -5.735 -2.278
H -3.267 -4.131 0.944
H 6.586 0.632 -0.254
C -1.850 2.760 2.248
H 2.534 0.045 -1.517
C 0.763 -5.076 -2.076
S -2.177 -2.252 -0.059
P 1.506 -1.826 0.314
H -0.787 2.901 2.263
H 6.233 -0.949 1.609
H -3.458 -0.565 1.121
Sn -0.433 -0.020 0.970
H 1.813 -1.414 -6.318
C 1.601 3.188 -1.636
H 1.062 -4.728 5.194
H -5.441 3.227 -1.248
N -2.284 1.574 1.740
H 2.114 -6.133 -3.370
C 0.052 5.470 -2.056
H -3.185 2.659 -0.423
H 1.921 6.505 -2.238
C -1.500 -1.639 4.888
C 0.254 0.228 -3.219
H -2.219 -1.372 5.652
C -5.213 2.138 -3.088
C -3.104 1.022 -3.420
```

Löwdin population analysis, charges in e, atoms 1 to 99: C -0.068; C -0.101; H 0.030; C -0.045; H 0.113; C -0.141; C -0.309; H 0.076; H 0.119; H 0.074; C 0.010; C 0.006; C -0.400; H 0.080; C -0.352; H 0.124; H 0.122; C -0.045; C -0.058; H 0.127; C -0.032; C -0.011; C -0.132; H 0.063; C -0.042; H 0.035; H 0.133; C -0.058; C -0.028; C -0.105; H 0.111; Sb 1.537; H 0.051; H 0.132; H 0.133; H 0.121; C -0.138; C -0.049; H 0.122; C -0.120; H 0.124; C -0.228; H 0.089; H 0.038; H 0.041; C -0.395; C -0.320; H 0.106; H 0.031; C -0.224; H 0.125; C -0.098; C 0.013; H 0.067; C -0.042; C -0.056; H 0.086; P 0.809; H 0.109; H 0.036; C -0.413; H 0.123; C -0.148; H 0.104; C -0.029; H 0.028; H 0.053; C -0.365; N 0.171; H 0.097; C -0.127; H 0.123; C -0.021; C -0.222; H 0.126; C -0.041; C -0.378; H 0.052; C -0.048; C -0.307; C -0.038; H 0.064; C -0.198; H 0.119; H 0.063; H 0.125; C -0.163; H 0.083; C -0.050; S 0.727; P 1.021; H 0.034; H 0.127; H 0.000; Sn 0.854; H 0.124; C -0.160; H 0.134; H 0.118